No. 1
{"formula": "C35H52F16N3O6S", "method": "the ωB97M-V functional and the def2-TZVPD basis", "max_force_ev_per_a": 1.761, "multiplicity": 3, "homo_ha": [-0.352, -0.388], "lumo_energy_ev": [-4.08, -4.08], "charge": 1, "orbital_gap_ev": [5.50, 6.48], "elements": ["C", "C", "O", "O", "C", "C", "C", "N", "C", "C", "C", "C", "F", "F", "C", "F", "F", "S", "F", "F", "F", "F", "F", "C", "C", "C", "O", "O", "C", "C", "F", "F", "C", "F", "F", "C", "F", "F", "F", "H", "H", "H", "H", "H", "H", "H", "H", "H", "H", "H", "H", "H", "H", "H", "H", "C", "C", "C", "C", "C", "C", "N", "O", "C", "C", "C", "H", "H", "H", "H", "H", "H", "H", "H", "H", "H", "H", "H", "H", "H", "H", "H", "H", "H", "C", "C", "C", "C", "C", "C", "N", "O", "C", "C", "C", "H", "H", "H", "H", "H", "H", "H", "H", "H", "H", "H", "H", "H", "H", "H", "H", "H", "H"], "coordinates": [[1.98768, -5.16783, 6.71387], [1.84101, -4.13371, 5.65173], [2.32159, -4.23245, 4.56986], [1.13569, -3.00526, 5.92859], [-0.24546, -3.20942, 6.20385], [-0.91703, -3.62837, 4.89930], [-0.90574, -2.49999, 3.91639], [0.25231, -2.44433, 3.21802], [0.54100, -1.53015, 2.27091], [1.88774, -1.67869, 1.61529], [2.04906, -0.97673, 0.27168], [1.56965, -1.68784, -0.99819], [2.52727, -1.66266, -1.94135], [0.52813, -0.96445, -1.50184], [1.00209, -3.13164, -0.88285], [0.34330, -3.38061, -2.01699], [0.10665, -3.20398, 0.11310], [2.26870, -4.53995, -0.70622], [1.84648, -4.76853, 0.81686], [1.16232, -5.57944, -1.13981], [2.69317, -4.33788, -2.19957], [3.37635, -3.51208, -0.22759], [3.31041, -5.69348, -0.56178], [-0.42255, -0.57369, 1.98587], [-1.64520, -0.56868, 2.67474], [-2.60506, 0.52157, 2.24382], [-2.29110, 1.76621, 2.84624], [-1.75979, 1.52238, 4.15499], [-1.90235, -1.53931, 3.67294], [-3.21365, -1.59612, 4.43912], [-3.01380, -2.06069, 5.69354], [-3.77781, -0.39273, 4.56582], [-4.24380, -2.52926, 3.73784], [-4.64224, -1.93298, 2.60606], [-3.64041, -3.68410, 3.40409], [-5.50488, -2.87501, 4.56839], [-6.31555, -3.56827, 3.78621], [-6.11664, -1.77922, 4.95883], [-5.18941, -3.61474, 5.61165], [1.93906, -4.72696, 7.70379], [1.19630, -5.90921, 6.63968], [2.93859, -5.66098, 6.56361], [-0.64729, -2.29502, 6.61881], [-0.40658, -3.98931, 6.94792], [-1.90099, -4.02779, 5.09326], [-0.31377, -4.41932, 4.45925], [0.96709, -3.13642, 3.44793], [2.60818, -1.24138, 2.30751], [2.10760, -2.73871, 1.59415], [1.56047, -0.01049, 0.29670], [3.10060, -0.74832, 0.13648], [-0.26602, 0.16996, 1.22502], [-3.64112, 0.26620, 2.41041], [-2.48546, 0.67131, 1.17296], [-1.04876, 2.17661, 4.18441], [4.50095, -3.20331, -8.47983], [3.96859, -1.90413, -7.84454], [4.78901, -1.55282, -6.60372], [4.52965, -2.49673, -5.43017], [3.03590, -2.57257, -5.11179], [2.15375, -2.88091, -6.32231], [2.52208, -2.02526, -7.48816], [1.97632, -0.86009, -7.38538], [2.25199, -4.37479, -6.68635], [0.69373, -2.63978, -5.95189], [4.13829, -0.82170, -8.90397], [5.42877, -2.99608, -9.01186], [4.73523, -3.98282, -7.75915], [3.78850, -3.60423, -9.20127], [4.55166, -0.53000, -6.29390], [5.84900, -1.56047, -6.86546], [4.92641, -3.49361, -5.63953], [5.06890, -2.13759, -4.55061], [2.85922, -3.32939, -4.34745], [2.72529, -1.61548, -4.67988], [1.75466, -4.57290, -7.63628], [1.75708, -4.97381, -5.92155], [3.27186, -4.74525, -6.75038], [0.53045, -1.63782, -5.55928], [0.39961, -3.35230, -5.18049], [0.04050, -2.77938, -6.81373], [3.55649, -1.05526, -9.79653], [5.18855, -0.76197, -9.18738], [3.83565, 0.15961, -8.54541], [-4.47981, 6.16653, 1.24891], [-3.16153, 6.02971, 2.03521], [-3.17012, 6.97776, 3.23374], [-3.03679, 8.44515, 2.83106], [-1.80205, 8.66164, 1.95461], [-1.71395, 7.71365, 0.75522], [-1.97653, 6.30025, 1.16705], [-0.91412, 5.75837, 1.66348], [-2.69872, 8.15213, -0.34479], [-0.32325, 7.81069, 0.13711], [-3.10651, 4.58484, 2.51009], [-5.28180, 5.66355, 1.78909], [-4.80678, 7.19370, 1.11440], [-4.39852, 5.70039, 0.26616], [-2.34325, 6.71977, 3.90372], [-4.09045, 6.82400, 3.80138], [-3.93700, 8.78774, 2.31470], [-2.95343, 9.06023, 3.72851], [-1.78265, 9.68986, 1.58909], [-0.90899, 8.53563, 2.57489], [-2.75971, 7.39861, -1.13104], [-2.35132, 9.07858, -0.80034], [-3.70385, 8.35060, 0.01814], [0.46389, 7.63642, 0.86761], [-0.18285, 8.81165, -0.26853], [-0.20232, 7.09272, -0.67508], [-3.09701, 3.90236, 1.66133], [-3.98445, 4.36129, 3.11596], [-2.23028, 4.38700, 3.12127]], "lowdin_spin": [0.0000, 0.0000, 0.0000, 0.0000, 0.0000, 0.0000, 0.0000, 0.0000, 0.0000, 0.0000, 0.0000, 0.0000, 0.0002, 0.0000, 0.0000, 0.0000, 0.0000, 0.0000, 0.0000, 0.0000, 0.0002, 0.0000, 0.0000, 0.0000, 0.0000, 0.0000, 0.0000, 0.0000, 0.0000, 0.0000, 0.0000, 0.0000, 0.0000, 0.0000, 0.0000, 0.0000, 0.0000, 0.0000, 0.0000, 0.0000, 0.0000, 0.0000, 0.0000, 0.0000, 0.0000, 0.0000, 0.0000, 0.0000, 0.0000, 0.0000, 0.0000, 0.0000, 0.0000, 0.0000, 0.0000, 0.0024, 0.0260, 0.0154, 0.0008, 0.0150, 0.0260, 0.3675, 0.5374, 0.0028, -0.0013, -0.0009, -0.0004, 0.0000, 0.0014, 0.0024, 0.0015, 0.0003, 0.0007, 0.0012, 0.0020, 0.0015, -0.0004, 0.0000, -0.0005, -0.0004, 0.0001, 0.0002, -0.0003, -0.0006, 0.0026, 0.0265, 0.0156, 0.0009, 0.0157, 0.0263, 0.3751, 0.5277, 0.0030, -0.0013, -0.0011, -0.0004, 0.0000, 0.0014, 0.0023, 0.0015, 0.0003, 0.0007, 0.0015, 0.0021, 0.0014, -0.0004, 0.0000, -0.0004, -0.0004, 0.0001, 0.0003, -0.0004, -0.0006]}

No. 2
{"formula": "C35H52P3PmSbSe", "method": "the ωB97M-V functional and the def2-TZVPD basis", "max_force_ev_per_a": 3.331, "multiplicity": 5, "homo_ha": [-0.564, -0.564], "lumo_energy_ev": [-10.18, -10.04], "charge": 3, "orbital_gap_ev": [5.16, 5.30], "elements": ["Pm", "P", "P", "P", "H", "C", "C", "H", "C", "C", "C", "C", "C", "C", "C", "C", "C", "H", "H", "H", "H", "H", "H", "H", "H", "H", "H", "H", "H", "H", "H", "H", "H", "H", "H", "H", "H", "H", "H", "H", "H", "H", "H", "H", "H", "H", "C", "C", "C", "C", "C", "C", "Se", "H", "H", "H", "H", "H", "H", "C", "C", "C", "C", "C", "C", "Sb", "C", "C", "C", "C", "C", "C", "C", "C", "C", "C", "C", "C", "H", "H", "H", "H", "H", "H", "H", "H", "H", "H", "H", "H", "H", "H", "H"], "coordinates": [[0.63096, 0.89388, -0.18082], [3.32348, 0.04832, -0.18340], [0.31457, 0.75804, 2.61495], [-0.03370, 0.34250, -2.90453], [-4.02791, 3.32143, 1.17315], [-3.99699, 2.74274, 0.23272], [-3.77742, 1.42001, 0.24948], [-3.49282, 0.91269, 1.17999], [4.51447, 1.44052, -0.31949], [4.06166, -0.85614, 1.22836], [3.89961, -0.98122, -1.58760], [-1.32078, 1.04417, 3.39113], [0.87381, -0.73817, 3.51606], [1.32877, 2.05946, 3.43430], [-1.75805, 0.57520, -3.48958], [0.42372, -1.21398, -3.75606], [0.83393, 1.59509, -3.93532], [-4.23816, 3.28558, -0.69872], [-3.80761, 0.79273, -0.65168], [5.54405, 1.05933, -0.38294], [4.40371, 2.08437, 0.56285], [4.26687, 2.02442, -1.21568], [5.14168, -0.96395, 1.06276], [3.60257, -1.84868, 1.32290], [3.88364, -0.29336, 2.15555], [4.99745, -0.97796, -1.61019], [3.50601, -0.56923, -2.52910], [3.53232, -2.00861, -1.47224], [-1.18545, 1.59057, 4.33342], [-1.79508, 0.07463, 3.58892], [-1.96779, 1.62205, 2.71682], [1.33598, -0.46194, 4.47345], [1.60366, -1.29452, 2.91327], [0.01205, -1.39348, 3.69747], [1.03114, 2.10930, 4.48982], [1.15357, 3.02710, 2.94788], [2.39598, 1.81383, 3.35362], [-1.74697, 0.97428, -4.51314], [-2.27472, 1.28180, -2.82481], [-2.29103, -0.38375, -3.46772], [0.30531, -1.07803, -4.84018], [-0.20671, -2.04715, -3.41463], [1.47021, -1.46310, -3.53623], [0.34064, 1.64577, -4.91553], [1.88781, 1.31428, -4.06005], [0.79001, 2.57365, -3.43559], [0.06310, 5.27321, -0.50119], [-1.24547, 5.48708, -0.05217], [-1.79265, 6.77669, -0.05083], [-1.04022, 7.86693, -0.50009], [0.27514, 7.65770, -0.93020], [0.83195, 6.37608, -0.90516], [0.79185, 3.44754, -0.65856], [0.36423, 2.78893, 0.79356], [-1.84825, 4.63518, 0.26190], [-2.81561, 6.92886, 0.29423], [-1.47219, 8.86609, -0.50744], [0.85956, 8.50548, -1.29401], [1.86090, 6.22088, -1.23646], [-1.61744, -6.08299, -3.53232], [-2.33667, -4.88229, -3.57144], [-2.02642, -3.84687, -2.67591], [-0.99145, -4.00483, -1.74740], [-0.26971, -5.19898, -1.71558], [-0.58086, -6.23990, -2.60533], [-0.73853, -2.44593, -0.18266], [-2.57973, -3.18898, 0.79671], [-3.69150, -2.34415, 0.82631], [-4.87406, -2.75646, 1.45870], [-4.95775, -4.03503, 2.03061], [-3.87278, -4.91225, 1.92327], [-2.69434, -4.49611, 1.28116], [0.74467, -3.53409, 1.01121], [0.46381, -3.93813, 2.32053], [1.44857, -4.58748, 3.08118], [2.70331, -4.85787, 2.52883], [2.97558, -4.47398, 1.20656], [1.99687, -3.81241, 0.45298], [-1.86175, -6.89207, -4.22128], [-3.14156, -4.74981, -4.29691], [-2.62162, -2.93057, -2.70332], [0.53203, -5.35092, -0.99416], [-0.01198, -7.17163, -2.56717], [-3.65647, -1.36326, 0.35034], [-5.73048, -2.07806, 1.50713], [-5.86597, -4.34469, 2.55084], [-3.93592, -5.92227, 2.33409], [-1.87838, -5.21455, 1.17057], [-0.51931, -3.75709, 2.76451], [1.22348, -4.87872, 4.11129], [3.47030, -5.35510, 3.12133], [3.94775, -4.69344, 0.76010], [2.21431, -3.54418, -0.58533]], "lowdin_spin": [4.0748, -0.0098, -0.0124, -0.0115, 0.0000, -0.0002, 0.0000, 0.0000, -0.0012, -0.0020, -0.0005, -0.0017, -0.0028, -0.0001, -0.0025, -0.0010, -0.0003, 0.0000, 0.0000, -0.0003, 0.0000, 0.0000, -0.0004, 0.0000, 0.0000, -0.0002, 0.0001, 0.0000, -0.0003, 0.0000, -0.0001, -0.0005, -0.0001, 0.0000, -0.0001, 0.0000, 0.0000, -0.0004, 0.0000, 0.0000, -0.0003, 0.0000, 0.0000, -0.0002, 0.0000, 0.0003, -0.0022, -0.0003, 0.0000, -0.0004, -0.0002, -0.0007, -0.0036, -0.0028, 0.0000, 0.0000, 0.0000, 0.0000, 0.0000, -0.0001, -0.0001, -0.0003, -0.0025, -0.0005, -0.0002, -0.0074, -0.0028, -0.0001, -0.0001, 0.0001, -0.0002, -0.0005, -0.0005, -0.0001, 0.0000, -0.0001, 0.0000, 0.0000, 0.0000, 0.0000, 0.0000, 0.0000, 0.0000, 0.0000, 0.0000, 0.0000, 0.0000, -0.0001, 0.0000, 0.0000, 0.0000, 0.0000, 0.0000]}